(1)
Entry from OMol25: an isolated ion of composition C8H12N5 and charge +1 at a distorted geometry (ωB97M-V/def2-TZVPD).

Geometry as ORCA input:
```
! RIJCOSX wB97M-V def2-TZVPD def2/J DEFGRID3
* xyz 1 1
C -4.7021 0.6302 -1.4840
C -5.6979 -0.5572 0.1977
C -3.5374 0.3672 -0.8473
C -3.4080 -0.4775 0.1999
C 0.0291 -0.5982 0.6921
C 1.4689 1.3112 -0.2675
C 1.5524 -1.0063 -1.0429
C 2.2865 -0.4830 1.1371
N -5.8291 0.1043 -0.9123
N -4.5696 -0.9736 0.7303
N -1.1315 -0.1090 0.5160
N -2.2718 -0.6781 0.9240
N 1.2529 -0.1141 0.1253
H -4.8535 1.1540 -2.3481
H -6.6137 -0.9420 0.6938
H 0.8416 1.6490 -1.0266
H 1.5413 1.8819 0.6515
H 2.2979 1.4851 -0.9429
H 1.6178 -2.0275 -0.8544
H 0.8948 -0.9313 -1.8807
H 2.5309 -0.8200 -1.3934
H 2.0663 0.2221 1.9841
H 2.0209 -1.4608 1.5271
H 3.3509 -0.3626 0.9367
H -2.4015 -1.2273 1.6983
*
```

LUMO (spin up / spin down) (eV): -5.92 / -3.87
HOMO level (spin up / spin down) (eV): -12.13 / -12.28
ΔE to the lowest compared entry with this formula, charge and spin (kJ/mol): 732.3
Gap between HOMO and LUMO (spin up / spin down) (eV): 6.20 / 8.41

Which charges does Mulliken predict for the atoms? In e, they are: C -0.550; C -0.018; C -0.025; C 0.849; C -0.024; C -0.798; C -1.159; C -0.859; N -0.462; N -0.530; N -0.124; N -0.167; N 0.122; H 0.489; H 0.347; H 0.411; H 0.348; H 0.334; H 0.459; H 0.438; H 0.490; H 0.429; H 0.379; H 0.360; H 0.261

***

(2)
Entry from OMol25: one molecule with the formula C5H6N4S at a distorted geometry (ωB97M-V/def2-TZVPD).

Geometry as ORCA input:
```
! RIJCOSX wB97M-V def2-TZVPD def2/J DEFGRID3
* xyz 0 1
C -1.3396 0.7227 -0.7735
C -2.9434 -0.3122 0.2754
C -0.5546 -0.1896 -0.1612
C 1.5935 -0.6589 0.9865
C 0.8579 -0.3880 -0.3110
N -2.6836 0.6376 -0.5147
N 2.5045 0.4785 1.0148
N 2.2333 1.2888 0.1069
N 1.3382 0.8917 -0.7358
S -1.5671 -1.2980 0.8225
H -1.0175 1.3440 -1.5879
H -3.8671 -0.6603 0.6458
H 1.0123 -0.6526 1.8871
H 2.2829 -1.4454 1.0324
H 1.0852 -1.1265 -1.0881
H 1.0652 1.3681 -1.5991
*
```

LUMO (eV): 0.47
HOMO level (eV): -9.11
ΔE to the lowest compared entry with this formula, charge and spin (kJ/mol): 172.7
Gap between HOMO and LUMO (eV): 9.58

Which charges does Mulliken predict for the atoms? In e, they are: C -0.610; C -0.026; C 0.071; C -0.531; C 0.459; N -0.583; N -0.282; N -0.469; N 0.208; S -0.077; H 0.329; H 0.428; H 0.356; H 0.253; H 0.212; H 0.262

***

(3)
Entry from OMol25: a 2-piece molecular cluster, C9H13NOS overall at a distorted geometry (ωB97M-V/def2-TZVPD).

Geometry as ORCA input:
```
! RIJCOSX wB97M-V def2-TZVPD def2/J DEFGRID3
* xyz 0 1
C -0.4592 -0.0977 -0.5790
C 0.8211 -0.3121 0.0274
C -2.5165 1.1355 1.4626
C -2.8978 -2.4284 0.9474
C -1.7604 -1.7747 0.7225
C -1.6086 -0.7525 -0.2973
C 1.8779 0.5068 -0.1030
C 3.2192 0.1632 0.4649
C 1.7980 1.8124 -0.8227
N -1.6835 1.8875 1.6511
O -2.7519 -0.4880 -1.0022
S 1.8298 1.6193 -2.6586
H -0.5017 0.6605 -1.3514
H 0.9457 -1.2143 0.6079
H -3.3167 0.4620 1.3176
H -2.9797 -3.1764 1.7169
H -3.7776 -2.2335 0.3595
H -0.8865 -1.9767 1.3223
H 3.1823 -0.7695 1.0211
H 3.5676 0.9536 1.1292
H 3.9539 0.0574 -0.3344
H 2.6284 2.4661 -0.5605
H 0.8595 2.3265 -0.6218
H -2.5600 0.1502 -1.7021
H 3.0171 1.0229 -2.7172
*
```

LUMO (eV): 0.22
HOMO level (eV): -7.75
ΔE to the lowest compared entry with this formula, charge and spin (kJ/mol): 194.0
Gap between HOMO and LUMO (eV): 7.97

Which charges does Mulliken predict for the atoms? In e, they are: C -0.209; C -0.528; C 0.206; C -0.894; C -0.261; C 0.638; C 1.050; C -1.447; C -1.093; N -0.407; O -0.506; S -0.186; H 0.093; H 0.217; H 0.273; H 0.288; H 0.312; H 0.213; H 0.355; H 0.339; H 0.308; H 0.390; H 0.413; H 0.313; H 0.122

***

(4)
Entry from OMol25: a 2-piece molecular cluster, C3H9PS overall at a distorted geometry (ωB97M-V/def2-TZVPD).

Geometry as ORCA input:
```
! RIJCOSX wB97M-V def2-TZVPD def2/J DEFGRID3
* xyz 0 1
C -2.0123 -1.3948 1.6450
C 0.6820 -0.0885 -1.3592
C -1.1047 -1.1956 0.4217
P -0.0261 0.0847 0.3524
S 3.3640 3.1487 -0.3047
H -1.9318 -0.5379 2.3627
H -3.0592 -1.2306 1.2162
H -2.1200 -2.3533 2.1612
H 0.1675 0.6693 -1.9658
H 0.4224 -0.9767 -2.0803
H 1.7665 0.1548 -1.5648
H 2.3092 3.7139 -0.6258
H -1.1695 -2.0196 -0.3372
H 2.7118 2.0256 0.0786
*
```

LUMO (eV): 0.53
HOMO level (eV): -9.05
ΔE to the lowest compared entry with this formula, charge and spin (kJ/mol): 189.9
Gap between HOMO and LUMO (eV): 9.58

Which charges does Mulliken predict for the atoms? In e, they are: C -1.007; C -0.885; C 0.025; P -0.055; S -0.240; H 0.285; H 0.260; H 0.311; H 0.286; H 0.276; H 0.282; H 0.116; H 0.248; H 0.098

***

(5)
Entry from OMol25: a 2-piece molecular cluster, CH2OS2 overall at a distorted geometry (ωB97M-V/def2-TZVPD).

Geometry as ORCA input:
```
! RIJCOSX wB97M-V def2-TZVPD def2/J DEFGRID3
* xyz 0 1
C 1.6984 -0.0619 0.1043
H 2.5422 0.0525 -0.5783
H 1.9495 -0.0934 1.1658
O -3.1875 0.8889 -0.1547
S 0.1854 -0.1768 -0.4194
S -3.1881 -0.6093 -0.1177
*
```

LUMO (eV): -2.15
HOMO level (eV): -8.57
ΔE to the lowest compared entry with this formula, charge and spin (kJ/mol): 353.0
Gap between HOMO and LUMO (eV): 6.42

Which charges does Mulliken predict for the atoms? In e, they are: C -0.299; H 0.241; H 0.239; O -0.286; S -0.153; S 0.257

***

(6)
Entry from OMol25: C8H13N3O as an isolated structure at a distorted geometry (ωB97M-V/def2-TZVPD).

Geometry as ORCA input:
```
! RIJCOSX wB97M-V def2-TZVPD def2/J DEFGRID3
* xyz 0 3
C -3.8620 0.1428 1.0002
C -3.6321 -1.0894 0.2277
C -2.9268 0.9883 0.4772
C 2.8381 -0.4820 -0.0271
C 2.5195 1.0612 0.0860
C 1.6991 -1.2797 0.4997
C 1.3020 1.2752 -0.7525
C 0.4300 -0.8796 -0.2468
N -2.5791 -0.9389 -0.5299
N -2.1477 0.2809 -0.3683
N 0.2351 0.5577 -0.1248
O -1.2097 0.8134 -1.0634
H -4.6703 0.3812 1.5816
H -4.1959 -1.9673 0.2899
H -2.4453 1.9280 0.8416
H 2.9108 -0.6180 -1.2111
H 3.7760 -0.5561 0.5673
H 2.3434 1.4766 1.1566
H 3.2676 1.7452 -0.3777
H 1.9356 -2.3169 0.3251
H 1.6864 -1.0698 1.5291
H 1.0720 2.2920 -0.9096
H 1.5682 0.9809 -1.7489
H 0.5357 -1.2307 -1.3178
H -0.4504 -1.4947 0.0958
*
```

<S²>: 2.012
LUMO (spin up / spin down) (eV): 1.08 / -2.14
HOMO level (spin up / spin down) (eV): -6.57 / -8.69
ΔE to the lowest compared entry with this formula, charge and spin (kJ/mol): 252.1
Gap between HOMO and LUMO (spin up / spin down) (eV): 7.65 / 6.54

Which charges does Mulliken predict for the atoms? In e, they are: C -0.677; C -0.231; C -0.279; C -0.491; C -0.596; C -0.739; C -0.836; C -0.370; N -0.924; N 1.110; N -0.061; O -0.517; H 0.444; H 0.472; H 0.349; H 0.277; H 0.292; H 0.266; H 0.352; H 0.338; H 0.389; H 0.493; H 0.347; H 0.257; H 0.335

***

(7)
Entry from OMol25: CH2FO4S as an isolated structure at a distorted geometry (ωB97M-V/def2-TZVPD).

Geometry as ORCA input:
```
! RIJCOSX wB97M-V def2-TZVPD def2/J DEFGRID3
* xyz -1 1
C 0.6239 0.2672 0.7337
O 0.7261 -0.7102 -1.7366
O -0.7601 1.2152 -1.5210
O -1.3989 -0.7994 -0.5005
O 0.2534 -0.8286 1.2656
F -0.0644 1.4987 1.4687
S -0.2473 0.0316 -0.9188
H 1.6240 0.4455 0.6678
H -0.7566 -1.1200 0.5410
*
```

LUMO (eV): 4.19
HOMO level (eV): -5.57
ΔE to the lowest compared entry with this formula, charge and spin (kJ/mol): 116.7
Gap between HOMO and LUMO (eV): 9.76

Which charges does Mulliken predict for the atoms? In e, they are: C 0.160; O -0.667; O -0.653; O -0.595; O -0.612; F -0.410; S 1.052; H 0.288; H 0.437

***

(8)
Entry from OMol25: a 2-piece molecular cluster, H3PS overall at a distorted geometry (ωB97M-V/def2-TZVPD).

Geometry as ORCA input:
```
! RIJCOSX wB97M-V def2-TZVPD def2/J DEFGRID3
* xyz 0 3
P 0.8406 -0.1103 0.1636
S -1.1568 0.0819 0.2728
H 0.7137 -1.0898 -0.8908
H 0.6622 -0.9597 1.3871
H -1.0598 2.0778 -0.9327
*
```

<S²>: 2.007
LUMO (spin up / spin down) (eV): 0.81 / -2.55
HOMO level (spin up / spin down) (eV): -8.31 / -9.22
ΔE to the lowest compared entry with this formula, charge and spin (kJ/mol): 122.9
Gap between HOMO and LUMO (spin up / spin down) (eV): 9.12 / 6.67

Which charges does Mulliken predict for the atoms? In e, they are: P -0.021; S -0.187; H 0.118; H 0.112; H -0.022